1.
{"formula": "C12H25N2O8Tl", "method": "wB97M-V/def2-TZVPD", "spin_multiplicity": 1, "total_charge": -2, "homo_lumo_gap_ev": 4.37, "species": ["Tl", "C", "C", "O", "O", "H", "H", "H", "O", "C", "C", "O", "H", "H", "H", "H", "O", "C", "C", "O", "H", "H", "H", "H", "C", "C", "O", "N", "C", "H", "H", "H", "H", "H", "H", "H", "C", "C", "O", "N", "C", "H", "H", "H", "H", "H", "H", "H"], "coordinates": [[6.024042, -14.012178, 6.443492], [2.383365, -14.917821, 9.787253], [3.392215, -14.359149, 8.787767], [4.516591, -14.948441, 8.804875], [3.163486, -13.337979, 8.112158], [2.443340, -16.003861, 9.877039], [1.376777, -14.694846, 9.415889], [2.543306, -14.461317, 10.763819], [6.234863, -12.061844, 8.341138], [7.462962, -11.552569, 8.537277], [8.735916, -12.502221, 8.275753], [8.771045, -13.321820, 7.195768], [7.560190, -11.234408, 9.590756], [7.531188, -10.639096, 7.920418], [8.715580, -13.159025, 9.162331], [9.713642, -12.003079, 8.330484], [4.714092, -11.922911, 5.808146], [5.066210, -11.334568, 4.632563], [5.502792, -12.166268, 3.388014], [6.179254, -13.313661, 3.677741], [5.673793, -10.415760, 4.731018], [4.151257, -10.815802, 4.270716], [6.062813, -11.512752, 2.699603], [4.641779, -12.540312, 2.807637], [6.119591, -18.304524, 8.426250], [7.299669, -17.343271, 8.247997], [7.100225, -16.254097, 7.760189], [8.533426, -17.810683, 8.533552], [9.702111, -17.065493, 8.081848], [5.170202, -17.864933, 8.120272], [5.933841, -18.684666, 9.431138], [6.237264, -19.107436, 7.688369], [8.674151, -18.798396, 8.650605], [10.027766, -16.351474, 8.837769], [9.357896, -16.446160, 7.249041], [10.486434, -17.722236, 7.711290], [3.732862, -18.145271, 5.075019], [3.103000, -16.919159, 5.712293], [3.849085, -15.970001, 5.867108], [1.779036, -16.916890, 5.947519], [1.104017, -15.661900, 6.288629], [3.282443, -18.172307, 4.075282], [3.434755, -19.070899, 5.576524], [4.802812, -18.025604, 4.966060], [1.204321, -17.668164, 5.614031], [0.948513, -15.570973, 7.361569], [0.123326, -15.566768, 5.815535], [1.666747, -14.815199, 5.898112]], "forces_ev_per_angstrom": [[-0.2, 3.6, 0.7], [-0.9, -0.1, -0.4], [2.1, 0.9, -0.5], [-0.2, -0.7, -0.2], [-1.2, -0.8, 0.4], [0.3, 0.0, 0.1], [-0.1, 0.2, 0.3], [-0.1, 0.0, 0.0], [0.9, -1.3, -0.3], [-1.3, 0.7, -0.5], [0.2, -2.5, -0.3], [-0.9, 0.4, -0.4], [0.5, -0.1, 0.3], [0.7, 0.2, -0.3], [-0.2, 0.0, 0.6], [-0.2, 1.2, 0.1], [1.0, -1.0, -0.9], [-1.9, 1.4, 0.9], [0.3, -2.6, -0.2], [0.8, -0.1, 0.6], [1.1, -0.5, 0.4], [-0.4, -0.2, -0.4], [0.2, 0.5, 0.2], [-0.8, 0.7, 0.0], [-0.3, -0.3, -0.4], [-2.0, 0.1, -0.6], [0.6, -0.1, 0.1], [1.2, -0.6, 0.2], [-0.8, 0.8, -0.5], [0.3, 0.8, 0.1], [0.5, -0.2, 0.0], [0.3, -0.4, 0.4], [-0.4, 0.0, 0.2], [0.3, -0.2, 0.0], [0.2, 0.1, 0.0], [0.1, -0.1, 0.3], [-1.4, -0.4, -0.3], [2.4, 0.3, -0.6], [-0.8, 0.2, 0.4], [-1.0, 0.6, 0.2], [-0.2, 0.2, -0.1], [0.2, -0.2, -0.1], [0.3, 0.0, 0.0], [0.0, 0.1, 0.3], [0.2, -0.2, 0.0], [0.3, 0.2, 0.0], [0.0, -0.5, -0.1], [0.4, 0.0, 0.4]], "mulliken_charge": [1.131, -1.408, 0.870, -0.599, -0.651, 0.256, 0.357, 0.361, -0.446, -0.423, -0.436, -0.666, 0.227, 0.240, 0.122, 0.341, -0.519, -0.441, -0.367, -0.712, 0.264, 0.243, 0.206, 0.174, -0.954, 0.478, -0.416, -0.202, -0.816, 0.020, 0.347, 0.349, 0.256, 0.237, 0.295, 0.322, -1.412, 0.656, -0.371, -0.175, -0.739, 0.450, 0.352, 0.223, 0.232, 0.098, 0.343, 0.301]}



2.
{"formula": "C12H26AlClINP2", "method": "wB97M-V/def2-TZVPD", "de_lowest_kcal_mol": 0.0, "spin_multiplicity": 1, "total_charge": 2, "homo_lumo_gap_ev": 5.16, "species": ["C", "I", "H", "H", "H", "Al", "P", "C", "C", "H", "H", "H", "H", "H", "H", "C", "H", "H", "H", "P", "C", "C", "H", "H", "H", "C", "H", "H", "H", "H", "H", "H", "Cl", "C", "C", "C", "N", "C", "C", "H", "H", "H", "H", "H"], "coordinates": [[1.314015, -0.784368, 0.891723], [-0.458513, -1.815394, 0.607807], [1.284022, 0.178773, 0.382579], [2.134077, -1.412486, 0.538641], [1.438201, -0.624735, 1.961681], [-1.477157, 2.600083, -1.521341], [-0.583270, 1.098836, -2.990502], [0.384985, -0.372072, -2.564917], [-1.934816, 0.500729, -4.053315], [-1.552986, 0.275616, -5.053197], [0.561090, 1.721159, -5.046550], [-2.707676, 1.270863, -4.111405], [0.286591, 3.131904, -3.969981], [-0.213138, -1.052462, -1.935528], [-2.360445, -0.409395, -3.619081], [0.571584, 2.077098, -4.010128], [0.701709, -0.914274, -3.467240], [1.582826, 1.964328, -3.603793], [1.274157, -0.073021, -1.996887], [-1.914441, 2.563784, 0.716400], [-1.249805, 1.437875, 1.970513], [-1.345541, 4.201963, 1.289734], [-4.202976, 2.927003, 0.031027], [-4.043433, 3.016357, 1.814495], [-4.039134, 1.430698, 0.994518], [-3.729604, 2.479986, 0.911257], [-1.330068, 4.898159, 0.445029], [-1.998035, 4.588748, 2.081348], [-1.681217, 1.641089, 2.958345], [-0.163237, 1.557075, 2.019469], [-0.327360, 4.104662, 1.683764], [-1.475957, 0.395785, 1.697424], [-1.523015, 4.561832, -2.328483], [2.218882, -5.364138, 2.856300], [2.845573, -5.226688, 1.608888], [3.268166, -3.949341, 1.201258], [3.041037, -2.874976, 1.947487], [2.545073, -2.993005, 3.174029], [2.079388, -4.228613, 3.666531], [1.857629, -6.334016, 3.195685], [3.010645, -6.067068, 0.932772], [3.795017, -3.795465, 0.253949], [2.496397, -2.083371, 3.786238], [1.620762, -4.249516, 4.653455]], "forces_ev_per_angstrom": [[0.9, 0.6, 0.1], [-0.9, -0.8, 0.0], [0.0, -0.1, -0.1], [-0.2, 0.3, 0.1], [0.0, -0.1, -0.2], [0.4, 1.4, -0.5], [1.1, -1.5, -1.9], [-0.2, -0.2, 0.7], [-0.2, 0.2, 0.3], [0.0, 0.1, 0.1], [-0.1, 0.0, 0.2], [-0.1, -0.2, -0.3], [0.2, -0.1, -0.3], [0.3, 0.3, -0.3], [0.0, 0.2, 0.0], [-0.2, 0.4, 0.2], [-0.2, 0.4, 0.0], [-0.2, 0.0, 0.0], [-0.1, -0.1, -0.1], [-0.7, 0.4, 2.7], [0.3, -0.7, -0.4], [0.1, 0.2, -0.4], [-0.2, 0.0, 0.3], [0.2, -0.1, -0.2], [0.1, 0.2, -0.1], [0.0, 0.0, -0.4], [-0.1, 0.1, 0.3], [0.1, -0.2, -0.2], [-0.1, 0.3, -0.3], [-0.1, 0.0, 0.0], [-0.2, 0.0, -0.1], [0.1, 0.4, 0.2], [-0.2, -1.1, 0.4], [0.1, 0.5, -0.2], [0.1, 0.4, 0.0], [-0.6, -0.9, 0.5], [1.0, 0.6, 0.1], [-0.6, -1.1, 0.0], [0.3, 0.5, -0.3], [0.1, 0.2, -0.1], [-0.1, 0.1, 0.4], [-0.3, -0.1, 0.2], [-0.1, -0.3, -0.3], [0.2, -0.2, -0.2]], "mulliken_charge": [-1.278, 0.033, 0.472, 0.497, 0.431, 0.018, 1.241, -0.894, -1.324, 0.414, 0.398, 0.443, 0.390, 0.032, 0.392, -1.294, 0.443, 0.383, 0.355, 1.217, -0.854, -1.291, 0.441, 0.413, 0.393, -1.323, 0.383, 0.396, 0.450, 0.356, 0.382, 0.011, -0.150, -0.212, -0.413, -0.128, -0.468, -0.212, -0.439, 0.402, 0.363, 0.372, 0.394, 0.363]}



3.
{"formula": "C12H26BBr3NO2", "method": "wB97M-V/def2-TZVPD", "spin_multiplicity": 1, "total_charge": -1, "homo_lumo_gap_ev": 3.49, "species": ["C", "C", "C", "C", "C", "C", "C", "C", "C", "C", "N", "B", "O", "O", "C", "H", "H", "H", "H", "H", "H", "H", "H", "H", "H", "H", "H", "H", "H", "H", "H", "H", "H", "H", "H", "H", "H", "H", "H", "H", "C", "Br", "Br", "Br", "H"], "coordinates": [[-1.006682, 1.742775, 2.479067], [-2.268450, 1.100603, 1.909371], [-2.231252, 0.996892, 0.375053], [-2.686981, -0.333507, -0.226500], [-2.075837, -1.618523, 0.332772], [-0.718083, -2.007991, -0.246369], [0.455018, -1.154756, 0.213829], [1.791049, -1.660810, -0.317838], [2.991873, -0.854007, 0.160336], [3.178194, 0.422356, -0.667860], [3.773683, 0.110607, -1.959589], [4.490072, 1.139211, -2.522967], [5.924298, 1.274683, -2.479187], [3.902856, 2.231954, -3.279657], [3.402257, 1.824396, -4.522552], [-0.985043, 1.680125, 3.566142], [-0.986132, 2.801040, 2.225228], [-0.113933, 1.267055, 2.081965], [-2.442844, 0.133174, 2.373542], [-3.113333, 1.732107, 2.189701], [-2.895015, 1.766920, -0.021488], [-1.239275, 1.256868, 0.015853], [-3.774857, -0.400147, -0.199020], [-2.424795, -0.309022, -1.287071], [-1.983913, -1.604650, 1.416924], [-2.770935, -2.430124, 0.105939], [-0.755138, -2.043530, -1.336210], [-0.506343, -3.028796, 0.085675], [0.487014, -1.158795, 1.307999], [0.317150, -0.121379, -0.099396], [1.782404, -1.635137, -1.408024], [1.879478, -2.705262, -0.002995], [3.886355, -1.461458, 0.041863], [2.873331, -0.601907, 1.221492], [3.773957, 1.125079, -0.068704], [2.169848, 0.859443, -0.800354], [6.261203, 1.326017, -3.372792], [4.058915, 1.102166, -5.020975], [2.419777, 1.358504, -4.414155], [3.316073, 2.693751, -5.176778], [-5.576163, -0.879776, 3.542304], [-6.178885, 0.069257, 1.983294], [-7.049607, -1.680416, 4.492195], [-4.224336, -2.170157, 3.105653], [-5.126974, -0.154834, 4.204284]], "forces_ev_per_angstrom": [[-0.2, 0.0, 0.1], [0.0, 0.3, -0.1], [-0.3, 0.1, 0.2], [0.3, 0.0, -0.2], [0.1, -0.2, -0.3], [0.1, -0.1, 0.4], [0.1, 0.1, -0.2], [-0.2, -0.1, 0.2], [-0.2, 0.1, 0.0], [-0.1, -0.8, -1.0], [0.3, 0.5, 1.0], [-0.1, -0.3, -0.1], [-0.2, -0.5, 0.0], [0.5, 0.1, -0.4], [-0.2, 0.1, 0.3], [0.0, 0.0, 0.1], [0.2, 0.1, -0.1], [0.1, 0.0, 0.0], [0.1, -0.1, 0.0], [-0.2, -0.1, 0.1], [0.0, 0.1, -0.2], [0.2, -0.1, 0.0], [-0.1, 0.0, 0.2], [-0.1, 0.0, -0.1], [0.0, 0.1, 0.1], [-0.1, -0.1, 0.0], [0.0, 0.1, -0.1], [0.0, -0.1, -0.1], [0.0, 0.1, 0.1], [0.0, 0.1, 0.0], [0.1, -0.1, -0.1], [0.1, -0.1, -0.1], [0.2, 0.1, 0.0], [-0.1, -0.1, 0.1], [0.0, 0.1, 0.1], [-0.1, 0.3, 0.3], [0.2, 0.5, -0.2], [0.0, -0.1, -0.1], [-0.1, -0.1, -0.1], [-0.1, 0.1, -0.1], [0.0, 0.0, 0.0], [0.0, 0.0, 0.0], [0.0, 0.0, 0.0], [-0.1, 0.0, 0.1], [0.0, 0.0, 0.0]], "mulliken_charge": [-1.457, 0.478, -0.828, -0.706, -0.324, -1.039, 0.604, -1.034, -0.826, -0.416, -0.404, 0.458, -0.581, -0.611, -0.658, 0.382, 0.366, 0.244, -0.247, 0.339, 0.399, 0.389, 0.355, 0.260, 0.096, 0.384, 0.305, 0.337, 0.234, -0.364, 0.365, 0.436, 0.417, 0.425, 0.271, 0.032, 0.223, 0.262, 0.217, 0.232, -0.298, -0.039, -0.070, 0.016, 0.373]}



4.
{"formula": "C12H26CaF6N2O8S2", "method": "wB97M-V/def2-TZVPD", "spin_multiplicity": 1, "total_charge": 0, "homo_lumo_gap_ev": 7.56, "species": ["Ca", "C", "F", "F", "F", "S", "O", "O", "N", "S", "O", "O", "C", "F", "F", "F", "C", "C", "C", "O", "H", "H", "H", "H", "H", "H", "H", "C", "C", "C", "C", "N", "H", "H", "H", "H", "H", "H", "H", "C", "O", "H", "H", "H", "H", "C", "O", "H", "H", "H", "H", "C", "O", "H", "H", "H", "H"], "coordinates": [[8.039045, 9.660750, 8.217460], [10.896625, 13.036110, 7.517470], [10.208425, 12.867000, 6.353860], [12.012215, 12.362530, 7.424290], [11.185295, 14.373300, 7.684150], [9.861465, 12.431350, 9.005290], [10.348975, 13.129380, 10.187730], [8.493565, 12.797240, 8.699030], [9.852105, 10.742810, 9.001340], [10.979365, 10.401670, 10.049170], [12.232185, 11.197440, 10.026550], [10.462595, 10.232030, 11.368370], [11.456265, 8.578860, 9.527410], [12.059365, 8.651220, 8.320710], [12.349005, 8.118940, 10.403900], [10.434835, 7.733270, 9.462400], [4.553915, 6.829200, 8.183800], [6.090645, 6.861910, 8.074670], [6.806825, 5.545320, 7.757120], [6.486095, 8.001890, 7.381970], [4.116335, 7.811600, 8.361350], [4.188675, 6.179270, 8.978970], [4.135055, 6.553090, 7.216110], [6.382205, 7.019070, 9.113120], [6.285355, 5.069330, 6.926700], [6.628305, 4.791100, 8.523540], [7.881075, 5.652260, 7.606640], [5.443065, 8.722050, 12.999900], [6.758235, 9.088660, 13.731170], [8.029085, 8.513850, 13.163200], [8.009165, 8.668580, 11.693840], [8.001685, 8.744000, 10.511810], [5.327745, 7.638550, 12.971130], [5.429785, 9.072520, 11.967870], [4.590445, 9.033380, 13.603400], [6.749755, 8.880180, 14.801010], [6.823235, 10.175330, 13.676190], [8.155395, 7.455610, 13.391810], [8.906105, 9.094110, 13.449950], [4.958535, 10.340580, 9.471210], [6.260165, 10.890150, 9.426630], [4.204585, 10.981640, 9.928050], [4.542815, 10.100660, 8.492580], [5.042885, 9.356030, 9.931250], [6.452065, 11.306860, 10.269920], [10.303705, 8.917200, 5.743880], [9.584795, 8.381610, 6.872800], [10.185935, 8.197620, 4.933670], [9.994885, 9.881780, 5.340960], [11.376195, 8.964520, 5.932610], [9.745905, 7.437490, 6.807380], [6.805655, 11.885660, 6.128010], [7.417365, 10.621490, 6.186710], [6.475015, 12.134400, 7.136430], [7.477465, 12.635800, 5.710790], [5.993505, 11.771340, 5.410070], [7.570905, 10.294210, 5.297380]], "forces_ev_per_angstrom": [[-2.5, -1.9, -1.0], [-0.2, 1.0, -0.2], [0.4, 0.3, 1.2], [0.4, -0.1, 0.0], [-0.7, -2.0, -0.2], [-2.2, 2.2, 1.2], [0.1, -1.5, -1.8], [0.4, -0.7, -0.9], [1.9, 3.5, -0.2], [4.6, -1.5, 2.4], [-2.4, -1.9, -1.2], [-0.7, -0.3, 0.5], [0.8, 1.6, -0.2], [-0.3, -0.3, 0.4], [-0.4, 0.1, -0.1], [0.0, 0.2, 0.0], [0.0, -0.5, -0.8], [0.2, 1.7, 1.6], [-1.5, -0.4, -0.6], [1.0, 0.2, -0.1], [0.5, 0.2, 0.2], [0.0, -0.3, -0.1], [-0.2, -0.4, -0.1], [0.2, 0.1, 0.9], [0.5, 0.1, -0.8], [0.2, 0.2, 0.6], [-0.1, 0.1, -0.2], [0.6, -1.0, 1.0], [-1.0, 1.0, 0.1], [0.2, 0.2, -1.4], [0.1, -0.3, -4.2], [-0.2, -0.2, 4.6], [0.1, -0.2, -0.2], [-0.2, 0.2, 0.3], [0.0, 0.5, -0.3], [-0.3, -0.3, 0.0], [0.2, 0.2, 0.0], [0.1, 0.0, 0.0], [0.1, -0.2, 0.4], [-0.8, -1.1, -0.1], [0.1, 0.5, -0.6], [0.3, 0.1, 0.4], [0.7, 0.3, -0.4], [-0.4, 0.0, 0.4], [0.1, 0.1, 0.0], [0.6, -1.0, -0.7], [0.5, 1.0, -0.7], [-0.1, 0.1, -0.2], [-0.5, 0.0, 0.8], [0.0, 0.2, 0.3], [-0.4, -0.1, 0.4], [-0.5, 0.3, -0.9], [1.0, -0.5, 0.2], [0.0, 0.2, -0.3], [0.1, 0.2, 0.4], [-0.5, 0.4, 0.4], [-0.1, -0.2, 0.1]], "mulliken_charge": [2.313, 0.658, -0.213, -0.198, -0.214, 0.617, -0.551, -0.601, -0.422, 0.719, -0.538, -0.607, 0.619, -0.248, -0.218, -0.188, -1.498, 1.307, -1.461, -0.900, 0.242, 0.335, 0.408, -0.351, 0.386, 0.382, 0.233, -0.824, -0.568, -0.458, 0.036, -0.257, 0.330, 0.013, 0.402, 0.361, 0.301, 0.328, 0.229, -0.487, -0.201, 0.457, 0.223, -0.147, 0.192, -0.831, -0.193, 0.384, 0.228, 0.251, 0.178, -0.617, -0.288, 0.164, 0.254, 0.356, 0.174]}



Number 1: energy -36895.753 eV. Number 2: energy -60140.499 eV. Number 3: energy -229256.409 eV. Number 4: energy -88639.310 eV.